Record 1
{"formula": "C19H22N2O6", "method": "ωB97M-V with the def2-TZVPD basis set", "total_energy_ev": -35326.3209, "smiles": "O=C(O)c1cccc(-c2ccccc2O)c1.CNC(=O)[C@H](CO)NC(C)=O", "largest_force_ev_per_a": 1.89, "de_lowest_kj_mol": 59.3, "charge": 0, "elements": ["O", "C", "O", "C", "C", "C", "C", "C", "C", "C", "C", "C", "C", "C", "O", "C", "H", "H", "H", "H", "H", "H", "H", "H", "H", "H", "C", "N", "C", "O", "C", "C", "O", "N", "C", "C", "O", "H", "H", "H", "H", "H", "H", "H", "H", "H", "H", "H", "H"], "coordinates": [[-4.800596, 3.306456, -0.726309], [-4.657985, 4.383781, -0.170968], [-5.360830, 5.482856, -0.530018], [-3.690260, 4.498163, 0.939541], [-3.639922, 5.656747, 1.737479], [-2.746742, 5.747740, 2.810384], [-1.888299, 4.683195, 3.098709], [-1.902943, 3.528317, 2.308538], [-0.989585, 2.414991, 2.591712], [-0.030535, 2.058884, 1.631346], [0.860619, 1.008255, 1.869557], [0.791864, 0.293625, 3.067086], [-0.169158, 0.633640, 4.024868], [-1.057484, 1.691217, 3.796915], [-1.996039, 1.990373, 4.748391], [-2.802107, 3.445615, 1.237685], [-5.916982, 5.179444, -1.262983], [-4.308428, 6.489088, 1.533134], [-2.724677, 6.642076, 3.425577], [-1.201328, 4.745942, 3.937212], [0.025551, 2.611914, 0.697843], [1.605271, 0.749811, 1.122629], [1.483886, -0.523334, 3.251390], [-0.216395, 0.070906, 4.950355], [-2.011902, 1.306386, 5.433824], [-2.819621, 2.537216, 0.641063], [3.745005, -3.383045, -3.858201], [2.667837, -2.428756, -4.123830], [1.610997, -2.079190, -3.374743], [0.930576, -1.139614, -3.765949], [1.231017, -2.739998, -2.030244], [1.664273, -1.823930, -0.880836], [3.077304, -1.755744, -0.794599], [1.740995, -4.096285, -1.778352], [1.330134, -5.182396, -2.429193], [1.981315, -6.488934, -2.041309], [0.483149, -5.156526, -3.309848], [4.592699, -3.167706, -4.510664], [3.399956, -4.397229, -4.065854], [4.079589, -3.311928, -2.822009], [2.715565, -1.922915, -4.995911], [0.141799, -2.789386, -2.015105], [1.255197, -0.823759, -1.033566], [1.268354, -2.216050, 0.057306], [3.391493, -1.132221, -1.457364], [2.459138, -4.193704, -1.077962], [1.784629, -6.692498, -0.990637], [3.053184, -6.424529, -2.214250], [1.560423, -7.286962, -2.651840]], "forces_ev_per_a": [[-0.3, 1.1, 0.0], [0.1, -1.8, -0.5], [0.4, -0.4, 0.3], [0.7, 1.1, 1.1], [0.2, -0.2, 0.1], [0.0, -0.5, -0.3], [-0.4, 0.2, -0.2], [-0.9, 0.7, -0.2], [0.4, -0.5, 0.1], [0.1, -0.6, 0.6], [-0.2, 0.1, 0.1], [-0.4, 0.4, -0.1], [0.4, 0.1, -0.6], [0.5, -0.7, 0.1], [-0.1, 0.3, -0.3], [-0.2, 0.2, 0.0], [-0.1, 0.1, 0.0], [0.1, -0.2, 0.0], [0.0, -0.1, -0.1], [-0.1, 0.0, -0.1], [-0.1, 0.0, 0.2], [-0.1, 0.0, 0.1], [-0.1, 0.1, 0.0], [-0.1, 0.0, 0.0], [0.2, 0.2, -0.3], [-0.1, 0.2, 0.0], [-0.4, -0.1, 0.1], [1.2, -0.7, 0.0], [-0.7, 0.7, -0.2], [-0.4, -0.1, 0.5], [0.2, -0.6, 0.1], [-0.1, 0.1, -0.5], [0.2, -0.1, 0.3], [0.5, 1.6, 0.7], [-0.8, -1.2, -1.1], [-0.1, 0.1, 0.1], [0.1, 0.4, 0.1], [-0.2, 0.1, 0.0], [0.2, -0.1, 0.1], [0.0, 0.0, -0.1], [-0.1, 0.0, 0.1], [0.0, 0.1, -0.3], [-0.2, -0.1, -0.1], [0.2, 0.0, 0.0], [0.0, 0.0, 0.0], [0.0, 0.1, -0.1], [0.2, -0.1, 0.1], [0.2, -0.1, 0.1], [0.0, 0.2, 0.1]]}

Record 2
{"formula": "C19H22N3O", "method": "ωB97M-V with the def2-TZVPD basis set", "total_energy_ev": -26570.6522, "largest_force_ev_per_a": 3.53, "de_lowest_kj_mol": 110.1, "charge": 1, "elements": ["C", "C", "C", "C", "C", "C", "C", "C", "N", "C", "C", "C", "O", "C", "N", "C", "C", "H", "H", "H", "H", "H", "H", "H", "H", "H", "H", "H", "H", "H", "H", "H", "H", "H", "N", "C", "C", "C", "C", "C", "H", "H", "H", "H", "H"], "coordinates": [[6.182884, 2.566326, 0.747788], [5.036797, 1.596270, 0.687338], [4.307635, 1.435246, -0.484021], [3.245597, 0.558976, -0.545634], [2.891678, -0.184272, 0.567253], [1.693509, -1.112499, 0.515021], [0.431101, -0.349212, 0.715099], [-0.476481, 0.137336, -0.163268], [-1.439896, 0.815448, 0.548767], [-2.566127, 1.519936, -0.074194], [-3.769710, 1.597175, 0.870876], [-4.521298, 2.851435, 0.854894], [-3.577664, 2.366582, 1.998172], [-1.143402, 0.752630, 1.837703], [-0.019076, 0.049186, 1.956326], [3.618991, -0.040979, 1.734915], [4.681693, 0.840009, 1.791073], [6.389076, 2.843716, 1.778551], [7.081723, 2.162601, 0.289190], [5.913797, 3.486699, 0.232361], [4.564198, 2.017047, -1.358343], [2.690121, 0.463082, -1.469635], [1.786903, -1.882051, 1.279977], [1.646580, -1.611819, -0.449869], [-0.484611, 0.021067, -1.232065], [-2.851069, 0.981519, -0.975100], [-2.258082, 2.535139, -0.308927], [-4.364206, 0.685884, 0.979897], [-4.050412, 3.795487, 0.622519], [-5.444425, 2.958242, 1.403815], [-1.688570, 1.197272, 2.649103], [0.415575, -0.140466, 2.845564], [3.369624, -0.625317, 2.611917], [5.232664, 0.947835, 2.714655], [-2.257596, -1.764448, -2.374963], [-1.997606, -2.717619, -3.268774], [-2.576338, -3.977887, -3.236832], [-3.473559, -4.270011, -2.222974], [-3.755833, -3.290191, -1.283429], [-3.123679, -2.065944, -1.408872], [-1.293460, -2.455034, -4.049832], [-2.328064, -4.709273, -3.992711], [-3.945572, -5.241603, -2.165499], [-4.449580, -3.470876, -0.474191], [-3.323828, -1.272645, -0.693645]], "forces_ev_per_a": [[-0.3, 0.2, 0.1], [0.3, 0.1, 0.0], [0.0, 0.1, -0.1], [0.0, 0.0, -0.1], [-0.2, -0.3, 0.1], [0.2, 0.2, 0.0], [-0.1, -0.1, 0.2], [0.4, -0.2, -0.2], [-0.2, 0.0, -0.2], [-0.7, 0.0, 0.7], [0.1, -0.3, -1.3], [1.2, 0.8, 3.2], [-0.3, 0.0, -0.3], [0.1, 0.0, 0.1], [-0.1, 0.1, 0.2], [-0.1, -0.1, 0.1], [0.1, 0.1, 0.2], [0.2, -0.1, 0.1], [0.1, 0.0, 0.0], [0.1, 0.0, -0.1], [0.1, 0.0, -0.1], [-0.1, -0.1, -0.1], [0.0, -0.1, 0.0], [-0.1, -0.1, -0.1], [-0.3, 0.1, -0.1], [0.2, 0.0, -0.1], [0.1, 0.0, -0.1], [0.3, 0.0, 0.1], [-0.2, -0.1, -1.1], [-0.6, -0.4, -0.9], [-0.1, 0.1, 0.0], [0.1, 0.0, 0.0], [0.0, -0.1, 0.0], [0.1, 0.0, 0.1], [0.0, 0.0, 0.1], [0.1, 0.1, -0.1], [0.0, 0.0, 0.0], [0.0, 0.0, 0.0], [0.0, 0.0, 0.0], [0.0, 0.1, 0.0], [0.0, 0.0, 0.0], [0.0, 0.0, 0.0], [0.0, 0.0, 0.0], [0.0, 0.0, 0.0], [-0.1, -0.1, 0.1]]}

Record 3
{"formula": "C19H22N4O2", "method": "ωB97M-V with the def2-TZVPD basis set", "total_energy_ev": -30111.4901, "smiles": "Cc1ccc(CN2CCN(/N=C\\c3cccc([N+](=O)[O-])c3)CC2)cc1", "largest_force_ev_per_a": 1.36, "de_lowest_kj_mol": 540.9, "charge": 0, "elements": ["C", "C", "C", "C", "C", "C", "N", "C", "C", "N", "N", "C", "C", "C", "C", "C", "C", "N", "O", "O", "C", "C", "C", "C", "C", "H", "H", "H", "H", "H", "H", "H", "H", "H", "H", "H", "H", "H", "H", "H", "H", "H", "H", "H", "H", "H", "H"], "coordinates": [[1.311923, 1.726305, -4.864068], [1.924296, 1.080531, -3.659067], [1.965982, 1.755611, -2.444682], [2.538282, 1.173561, -1.329891], [3.084782, -0.103444, -1.393214], [3.625968, -0.771920, -0.153487], [2.629457, -1.523152, 0.604202], [1.548928, -0.697196, 1.108008], [0.687658, -1.528733, 2.061674], [0.149909, -2.684105, 1.363725], [-0.903820, -2.681448, 0.565775], [-1.882563, -1.873577, 0.504337], [-2.231315, -0.663172, 1.271280], [-2.399169, -0.693843, 2.658667], [-2.771724, 0.442389, 3.358352], [-2.980159, 1.635022, 2.691169], [-2.822676, 1.665246, 1.309866], [-3.036224, 2.902094, 0.602152], [-2.817026, 2.915646, -0.591179], [-3.420115, 3.859066, 1.241371], [-2.465243, 0.530508, 0.596871], [1.229874, -3.501201, 0.840875], [2.103246, -2.673894, -0.107450], [3.052374, -0.773781, -2.609201], [2.481976, -0.188904, -3.725829], [1.119412, 0.993991, -5.644277], [1.986205, 2.483768, -5.264738], [0.377268, 2.218373, -4.602185], [1.542025, 2.747072, -2.373219], [2.566658, 1.721025, -0.397934], [4.420998, -1.473762, -0.419884], [4.041735, -0.021235, 0.525097], [1.978862, 0.149338, 1.648164], [0.907303, -0.305952, 0.297407], [-0.110138, -0.917797, 2.478667], [1.311371, -1.907194, 2.875875], [-2.594279, -2.127017, -0.274565], [-2.254684, -1.627225, 3.184529], [-2.900913, 0.395773, 4.428808], [-3.264312, 2.535622, 3.212360], [-2.358607, 0.589077, -0.476182], [0.791631, -4.346166, 0.310300], [1.828407, -3.859334, 1.681378], [2.942167, -3.279182, -0.456994], [1.490525, -2.379833, -0.977616], [3.484031, -1.762022, -2.686493], [2.468572, -0.729304, -4.661952]], "forces_ev_per_a": [[0.1, 0.0, 0.0], [0.0, 0.0, 0.0], [0.0, 0.0, 0.0], [0.1, 0.0, 0.0], [0.1, 0.0, 0.0], [0.0, 0.0, 0.0], [0.1, 0.0, 0.1], [-0.2, -0.1, 0.2], [0.0, 0.6, -0.2], [0.2, -0.2, 0.7], [-0.2, -0.4, -0.7], [-0.2, 0.1, -0.2], [0.0, 0.3, 0.5], [-0.1, 0.0, -0.2], [0.0, -0.1, 0.0], [0.0, 0.2, -0.3], [0.2, -1.1, 0.7], [-0.1, 0.6, -0.3], [0.0, 0.0, -0.2], [-0.1, 0.2, 0.1], [0.0, 0.1, 0.0], [0.2, -0.1, -0.4], [-0.1, -0.2, 0.2], [0.1, 0.1, 0.1], [0.0, 0.0, 0.0], [0.0, 0.0, -0.1], [0.0, 0.1, -0.1], [-0.1, 0.0, -0.1], [-0.1, 0.1, 0.0], [0.0, 0.0, 0.1], [0.0, 0.1, 0.0], [0.1, 0.0, -0.1], [0.0, 0.1, 0.0], [0.1, 0.0, 0.1], [0.2, -0.1, 0.0], [0.0, 0.0, 0.0], [0.0, 0.0, -0.1], [0.0, -0.1, 0.0], [0.0, 0.0, 0.1], [0.0, 0.0, 0.0], [0.0, 0.0, 0.0], [0.0, 0.0, 0.1], [0.0, 0.0, 0.0], [0.0, 0.0, -0.1], [0.1, -0.1, 0.0], [0.0, -0.1, 0.0], [0.0, 0.0, -0.1]]}

Record 4
{"formula": "C19H22N4O3S", "method": "ωB97M-V with the def2-TZVPD basis set", "total_energy_ev": -42997.9434, "smiles": "CCCc1cc(=O)[nH]c(SCC(=O)c2cc(C)n(-c3cc(C)on3)c2C)n1", "largest_force_ev_per_a": 1.35, "de_lowest_kj_mol": 197.1, "charge": 0, "elements": ["C", "C", "C", "C", "C", "C", "O", "N", "C", "S", "C", "C", "O", "C", "C", "C", "C", "N", "C", "C", "C", "C", "O", "N", "C", "C", "N", "H", "H", "H", "H", "H", "H", "H", "H", "H", "H", "H", "H", "H", "H", "H", "H", "H", "H", "H", "H", "H", "H"], "coordinates": [[-2.797313, -4.098105, -0.659579], [-3.198811, -3.161515, 0.472346], [-2.013424, -2.329635, 0.981561], [-1.558406, -1.367182, -0.066654], [-0.411016, -1.519366, -0.783633], [-0.043014, -0.574443, -1.800753], [0.975681, -0.540129, -2.461200], [-1.019599, 0.420071, -1.989230], [-2.085725, 0.541897, -1.171378], [-3.044269, 2.009577, -1.349347], [-3.341259, 2.396925, 0.405904], [-2.223224, 2.006180, 1.373631], [-2.540597, 1.616635, 2.477373], [-0.858949, 2.085145, 0.887574], [-0.352716, 2.852377, -0.204662], [0.916142, 2.435522, -0.459033], [1.816675, 2.869226, -1.558765], [1.223001, 1.426022, 0.443143], [2.350334, 0.622296, 0.403854], [3.662104, 0.954503, -0.029484], [4.357402, -0.211132, 0.120629], [5.765221, -0.574897, -0.163860], [3.537865, -1.150914, 0.611351], [2.304304, -0.634247, 0.784145], [0.156486, 1.225975, 1.278905], [0.165691, 0.257086, 2.398070], [-2.392801, -0.306695, -0.257388], [-2.023421, -4.787542, -0.328729], [-2.413150, -3.535171, -1.507430], [-3.653931, -4.679043, -0.993334], [-3.598248, -3.745716, 1.303327], [-3.979683, -2.480429, 0.130500], [-2.338089, -1.755438, 1.850540], [-1.192299, -2.987842, 1.266168], [0.276163, -2.325416, -0.588286], [-0.825650, 1.134052, -2.682104], [-3.488104, 3.478418, 0.431776], [-4.257126, 1.901909, 0.728813], [-0.867578, 3.637607, -0.721259], [2.198050, 2.004834, -2.102130], [2.657935, 3.454047, -1.187313], [1.253099, 3.495359, -2.246271], [4.037865, 1.892399, -0.371995], [6.147327, -1.223214, 0.621232], [6.375530, 0.320441, -0.233634], [5.823277, -1.116089, -1.107805], [0.954201, 0.513796, 3.105493], [-0.791438, 0.302918, 2.909200], [0.355488, -0.751054, 2.039706]], "forces_ev_per_a": [[-0.2, 0.1, 0.1], [0.2, -0.1, -0.1], [-0.2, -0.1, 0.0], [0.6, -0.1, -0.2], [-0.1, -0.1, 0.2], [-0.3, 0.1, 0.0], [0.3, 0.0, -0.2], [-0.1, -0.1, -0.1], [-0.2, 0.1, 0.0], [-0.3, 0.2, -0.3], [-0.2, -0.3, -0.2], [-0.3, 0.0, 0.2], [-0.1, 0.1, 0.0], [1.0, -0.2, 0.2], [0.4, 0.0, 0.2], [-0.3, 0.5, -0.4], [0.1, -0.1, 0.1], [-0.4, 0.1, 0.1], [1.0, -0.9, 0.0], [0.2, -0.6, 0.2], [-0.3, 0.8, -0.1], [-0.2, -0.2, 0.0], [0.9, 0.0, -0.2], [-1.2, 0.4, 0.0], [-0.7, 0.1, 0.2], [-0.2, -0.2, 0.1], [-0.5, 0.1, 0.1], [0.1, -0.1, 0.0], [0.0, 0.0, -0.1], [0.0, -0.1, -0.1], [-0.1, 0.1, 0.0], [-0.1, 0.0, 0.1], [0.1, 0.0, 0.0], [0.0, 0.0, 0.1], [0.1, -0.1, 0.0], [0.1, -0.1, 0.2], [0.0, 0.0, 0.0], [0.2, 0.1, 0.1], [0.0, 0.1, -0.2], [0.0, 0.0, -0.1], [0.1, 0.0, -0.1], [0.0, 0.0, 0.0], [0.1, 0.2, -0.1], [0.1, 0.0, 0.0], [0.0, 0.0, 0.0], [0.1, 0.0, 0.0], [0.1, 0.0, 0.1], [0.1, 0.0, 0.0], [0.0, 0.0, 0.1]]}